13
Properties=species:S:1:pos:R:3:lowdin_charge:R:1 method="wB97M-V/def2-TZVPD" homo_ev=-8.92 homo_lumo_gap_ev=9.72 total_energy_ev=-9268.966 relative_energy_kcal_mol=104.59 total_charge=0
O 1.800 -2.323 -0.080 0.07
N 0.394 -0.576 -0.557 0.13
N 0.736 -1.261 1.678 0.14
C 0.970 -1.390 0.438 -0.56
C -1.247 1.383 -0.976 -0.03
C -0.241 0.399 -0.044 -0.41
C -0.827 1.160 0.843 0.13
H -0.417 2.077 1.251 0.08
H 1.831 -2.186 -1.037 0.10
H -2.158 0.830 -1.194 0.09
H 1.239 -1.966 2.210 0.06
H -1.497 2.407 -0.688 0.09
H -0.583 1.446 -1.843 0.10

=====

13
Properties=species:S:1:pos:R:3:lowdin_charge:R:1 method="wB97M-V/def2-TZVPD" homo_ev="-7.80 / -7.81" homo_lumo_gap_ev="8.14 / 8.15" total_energy_ev=-9264.927 relative_energy_kcal_mol=197.74 total_charge=0
O 1.624 -0.190 0.198 -0.06
N -1.422 0.084 -1.474 -0.04
N -0.304 -0.469 -1.183 -0.04
C -0.582 1.792 1.009 0.02
C 0.644 0.058 -0.594 -0.22
C 1.478 -1.526 0.681 -0.04
C -1.342 1.674 0.069 -0.04
H 1.359 -2.117 -0.239 0.10
H 2.325 -1.709 1.351 0.10
H -0.296 2.426 1.828 0.04
H 0.516 -1.546 1.179 0.09
H -2.026 1.942 -0.676 0.03
H -1.973 -0.419 -2.147 0.05

=====

13
Properties=species:S:1:pos:R:3:lowdin_charge:R:1 method="wB97M-V/def2-TZVPD" homo_ev=-10.97 homo_lumo_gap_ev=11.08 total_energy_ev=-9270.680 relative_energy_kcal_mol=65.07 total_charge=0
O 0.684 -0.948 0.924 -0.05
N 1.244 -0.411 -1.173 0.19
N 2.101 2.147 1.080 0.17
C -1.341 -0.309 -0.589 -0.06
C 1.774 1.129 0.638 -0.11
C 1.317 -0.138 0.053 -0.49
C -0.688 -0.471 0.859 -0.17
H -1.872 -1.212 -0.885 0.07
H -0.778 -0.061 -1.510 0.06
H -2.012 0.547 -0.515 0.07
H -1.217 -1.152 1.542 0.13
H -0.681 0.510 1.354 0.11
H 1.470 0.369 -1.779 0.09

=====

13
Properties=species:S:1:pos:R:3:lowdin_charge:R:1 method="wB97M-V/def2-TZVPD" homo_ev=-10.00 homo_lumo_gap_ev=10.63 total_energy_ev=-9270.788 relative_energy_kcal_mol=62.59 total_charge=0
O 2.760 -1.099 -0.280 0.14
N 1.747 1.120 -0.372 0.22
N -0.191 0.188 1.636 0.15
C 1.877 -0.123 -0.396 -0.44
C -1.958 -0.003 -0.103 -0.05
C -0.546 0.144 0.416 -0.40
C 0.512 0.226 -0.646 -0.17
H 0.138 0.254 -1.671 0.12
H -2.697 0.241 0.666 0.08
H -2.131 -1.037 -0.428 0.09
H 3.627 -0.702 -0.098 0.13
H -1.010 0.149 2.246 0.05
H -2.129 0.642 -0.971 0.08

=====

13
Properties=species:S:1:pos:R:3:lowdin_charge:R:1 method="wB97M-V/def2-TZVPD" homo_ev=-7.87 homo_lumo_gap_ev=8.67 total_energy_ev=-9269.600 relative_energy_kcal_mol=89.97 total_charge=0
O 2.639 0.158 0.689 0.07
N -2.179 0.659 -0.258 0.05
N 0.911 -1.142 -0.123 0.10
C -0.427 -1.076 -0.465 -0.08
C 0.298 1.007 0.426 -0.02
C -0.836 0.202 -0.142 -0.45
C 1.338 0.051 0.334 -0.41
H 2.760 1.074 0.984 0.12
H -0.063 1.205 -0.768 0.18
H 1.499 -1.950 -0.278 0.16
H -2.726 0.119 0.408 0.08
H -2.261 1.624 0.063 0.08
H -0.953 -1.931 -0.868 0.11

=====

13
Properties=species:S:1:pos:R:3:lowdin_charge:R:1 method="wB97M-V/def2-TZVPD" homo_ev="-8.42 / -8.65" homo_lumo_gap_ev="6.62 / 7.91" total_energy_ev=-9267.699 relative_energy_kcal_mol=133.81 total_charge=0
O -1.440 -0.134 1.037 -0.10
N 0.056 1.266 1.047 0.35
N 2.210 0.890 -0.108 0.09
C 0.749 -0.911 0.183 -0.04
C -0.089 0.011 0.749 -0.54
C 1.964 -0.365 -0.293 -0.26
C -2.254 0.199 -0.111 -0.05
H 3.094 1.182 -0.538 0.06
H -2.740 1.162 0.059 0.09
H 2.640 -1.025 -0.853 0.11
H 0.438 -1.933 0.056 0.10
H -3.000 -0.593 -0.220 0.09
H -1.628 0.251 -1.007 0.10

=====

13
Properties=species:S:1:pos:R:3:lowdin_charge:R:1 method="wB97M-V/def2-TZVPD" homo_ev=-10.22 homo_lumo_gap_ev=10.83 total_energy_ev=-9270.681 relative_energy_kcal_mol=65.04 total_charge=0
O -0.725 -0.335 -0.133 -0.10
N 1.262 0.397 0.869 0.03
N 2.370 -0.517 -2.093 0.15
C 1.512 -0.298 -1.373 -0.12
C 0.606 -0.013 -0.138 -0.36
C 0.567 0.616 2.047 -0.13
C -1.579 -0.475 -1.312 -0.02
H -1.773 0.548 -1.741 0.11
H -0.129 1.396 1.743 0.09
H 1.183 0.908 2.889 0.08
H -2.464 -1.035 -1.018 0.10
H 0.066 -0.333 2.345 0.10
H -0.895 -0.860 -2.084 0.08

=====

13
Properties=species:S:1:pos:R:3:lowdin_charge:R:1 method="wB97M-V/def2-TZVPD" homo_ev=-7.62 homo_lumo_gap_ev=8.06 total_energy_ev=-9268.035 relative_energy_kcal_mol=126.07 total_charge=0
O -1.455 -2.107 1.520 -0.01
N -0.126 -0.625 -2.037 0.11
N 0.759 1.898 0.424 0.07
C 0.264 0.652 -0.026 -0.33
C -0.132 -0.362 0.743 -0.04
C -0.250 -1.652 1.120 -0.19
C 0.271 0.451 -1.489 -0.20
H 0.506 2.653 -0.205 0.08
H -1.318 -3.015 1.818 0.10
H 0.402 -0.782 1.877 0.18
H 0.655 1.315 -2.053 0.11
H -0.025 -0.563 -3.050 0.05
H 0.450 2.136 1.358 0.09

=====

13
Properties=species:S:1:pos:R:3:lowdin_charge:R:1 method="wB97M-V/def2-TZVPD" homo_ev=-8.26 homo_lumo_gap_ev=8.73 total_energy_ev=-9271.393 relative_energy_kcal_mol=48.63 total_charge=0
O -1.396 -0.711 -0.169 -0.06
N 3.216 0.153 -0.076 0.11
N -0.363 1.311 0.081 0.18
C -2.637 -0.060 0.067 -0.07
C -0.273 -0.004 -0.067 -0.44
C 2.110 -0.207 -0.019 -0.28
C 0.830 -0.813 0.180 -0.04
H 0.679 -1.827 0.285 0.08
H -2.927 0.451 -0.951 0.13
H -3.278 -0.911 0.132 0.08
H -2.783 0.532 0.977 0.10
H -1.139 1.871 -0.330 0.13
H 0.463 1.820 0.230 0.10

=====

13
Properties=species:S:1:pos:R:3:lowdin_charge:R:1 method="wB97M-V/def2-TZVPD" homo_ev=-10.74 homo_lumo_gap_ev=10.85 total_energy_ev=-9270.038 relative_energy_kcal_mol=79.87 total_charge=0
O 0.712 -0.942 0.983 -0.06
N 1.192 -0.439 -1.126 0.18
N 2.046 2.188 1.067 0.17
C 1.731 1.159 0.641 -0.11
C -1.286 -0.307 -0.646 -0.05
C 1.317 -0.133 0.087 -0.50
C -0.655 -0.472 0.894 -0.15
H -0.670 0.523 1.368 0.10
H 1.341 0.322 -1.776 0.09
H -1.953 0.548 -0.555 0.06
H -1.184 -1.146 1.602 0.13
H -1.794 -1.232 -0.908 0.06
H -0.796 -0.069 -1.632 0.07